{
  "formula": "C19H26Cl4N4O",
  "method": "ωB97M-V/def2-TZVPD",
  "orbital_gap_ev": 8.25,
  "e_above_lowest_kcal_mol": 0.0,
  "homo_energy_ev": -8.13,
  "multiplicity": 1,
  "smiles": "ClC(Cl)(Cl)Cl.c1cc[nH]c1.c1cc[nH]c1.c1cc[nH]c1.c1cc[nH]c1.CCO",
  "lumo_ev": 0.12,
  "charge": 0,
  "symbols": ["N", "C", "C", "C", "C", "H", "H", "H", "H", "H", "N", "C", "C", "C", "C", "H", "H", "H", "H", "H", "N", "C", "C", "C", "C", "H", "H", "H", "H", "H", "N", "C", "C", "C", "C", "H", "H", "H", "H", "H", "C", "Cl", "Cl", "Cl", "Cl", "C", "C", "O", "H", "H", "H", "H", "H", "H"],
  "xyz": [[2.012, 4.861, 0.452], [2.215, 3.559, 0.811], [3.343, 3.102, 0.164], [3.836, 4.195, -0.570], [3.003, 5.273, -0.417], [1.220, 5.413, 0.719], [1.527, 3.106, 1.510], [3.804, 2.134, 0.229], [4.724, 4.170, -1.185], [2.961, 6.247, -0.869], [-1.302, 2.096, 1.391], [-0.436, 1.061, 1.636], [0.061, 1.229, 2.910], [-0.534, 2.397, 3.442], [-1.411, 2.884, 2.493], [-1.711, 2.283, 0.482], [-0.198, 0.335, 0.881], [0.751, 0.583, 3.428], [-0.383, 2.789, 4.435], [-2.049, 3.751, 2.499], [0.743, -5.881, 1.201], [-0.044, -7.001, 1.222], [0.769, -8.101, 1.252], [2.117, -7.639, 1.164], [2.051, -6.260, 1.192], [0.388, -4.949, 1.258], [-1.114, -6.879, 1.277], [0.491, -9.140, 1.193], [3.025, -8.215, 1.178], [2.836, -5.520, 1.181], [-4.260, -0.437, -0.398], [-2.928, -0.756, -0.388], [-2.462, -0.740, -1.677], [-3.592, -0.491, -2.529], [-4.661, -0.288, -1.692], [-4.842, -0.436, 0.416], [-2.390, -0.826, 0.544], [-1.443, -0.821, -2.017], [-3.548, -0.376, -3.597], [-5.676, -0.019, -1.941], [2.317, -1.752, -1.273], [1.403, -1.592, -2.802], [2.264, -0.232, -0.396], [1.573, -3.019, -0.255], [3.984, -2.188, -1.616], [-0.039, 2.532, -1.547], [-1.344, 2.591, -2.328], [-2.431, 2.430, -1.432], [0.026, 3.344, -0.827], [0.839, 2.655, -2.191], [0.070, 1.564, -1.063], [-1.314, 1.877, -3.160], [-1.429, 3.556, -2.840], [-2.815, 1.543, -1.549]]
}

=====

{
  "formula": "C2H4N3O",
  "method": "ωB97M-V/def2-TZVPD",
  "orbital_gap_ev": [10.13, 7.08],
  "e_above_lowest_kcal_mol": 2.9,
  "homo_energy_ev": [-14.86, -15.38],
  "multiplicity": 3,
  "lumo_ev": [-4.74, -8.30],
  "charge": 1,
  "s_squared": 2.04,
  "symbols": ["C", "C", "N", "N", "N", "O", "H", "H", "H", "H"],
  "xyz": [[0.924, 0.892, -0.124], [-1.295, -0.495, -0.056], [1.984, 0.151, -0.040], [-0.473, 0.648, -0.161], [-0.800, -1.661, -0.110], [3.064, -0.328, -0.076], [1.033, 1.909, 0.005], [-2.231, -0.079, 0.360], [-1.023, 1.537, 0.148], [-1.183, -2.575, 0.052]]
}

=====

{
  "formula": "C30H46IrNO6PS2",
  "method": "ωB97M-V/def2-TZVPD",
  "orbital_gap_ev": [7.65, 7.86],
  "e_above_lowest_kcal_mol": 0.0,
  "homo_energy_ev": [-7.94, -8.22],
  "multiplicity": 2,
  "lumo_ev": [-0.28, -0.36],
  "charge": 0,
  "s_squared": 0.76,
  "symbols": ["Ir", "C", "C", "C", "C", "C", "C", "C", "C", "C", "C", "C", "C", "H", "H", "H", "H", "H", "H", "H", "H", "H", "H", "H", "H", "H", "H", "H", "H", "H", "H", "O", "C", "C", "C", "C", "C", "C", "C", "O", "N", "O", "O", "H", "H", "H", "H", "C", "C", "C", "C", "C", "H", "H", "H", "H", "H", "H", "H", "H", "H", "H", "C", "C", "C", "O", "P", "S", "S", "O", "C", "C", "C", "H", "H", "H", "H", "H", "H", "H", "H", "H", "H", "H", "H", "H", "H"],
  "xyz": [[-0.342, -0.257, 1.328], [0.059, 1.373, -3.304], [-0.922, 1.432, -2.161], [-0.790, 2.448, -1.210], [0.293, 3.485, -1.375], [-1.658, 2.513, -0.121], [-1.583, 3.716, 0.790], [-2.631, 1.511, 0.063], [-3.625, 1.622, 1.197], [-2.783, 0.515, -0.914], [-3.926, -0.464, -0.825], [-1.932, 0.479, -2.026], [-2.104, -0.581, -3.089], [1.042, 1.067, -2.934], [0.175, 2.346, -3.784], [-0.232, 0.660, -4.069], [-0.045, 4.327, -1.987], [1.164, 3.065, -1.872], [0.622, 3.886, -0.418], [-0.811, 3.607, 1.558], [-2.524, 3.911, 1.297], [-1.341, 4.611, 0.220], [-3.865, 0.650, 1.620], [-4.560, 2.074, 0.851], [-3.243, 2.229, 2.013], [-4.674, -0.248, -1.593], [-4.426, -0.429, 0.137], [-3.575, -1.482, -0.979], [-1.274, -1.292, -3.071], [-2.137, -0.139, -4.085], [-3.020, -1.150, -2.962], [1.354, -1.740, 2.177], [2.543, -1.608, 1.930], [3.177, -0.607, 1.101], [4.572, -0.564, 1.185], [5.284, 0.387, 0.504], [4.628, 1.333, -0.291], [3.267, 1.296, -0.403], [2.474, 0.319, 0.264], [1.209, 0.300, 0.026], [6.737, 0.416, 0.615], [7.273, -0.423, 1.316], [7.334, 1.279, -0.002], [3.245, -2.313, 2.411], [5.101, -1.283, 1.798], [5.212, 2.084, -0.805], [2.749, 2.017, -1.017], [1.729, 1.697, 4.360], [0.322, 1.184, 4.003], [0.020, -0.059, 4.834], [-0.712, 2.282, 4.309], [0.275, 0.998, 2.514], [1.801, 1.877, 5.435], [1.955, 2.630, 3.841], [2.491, 0.963, 4.090], [0.192, 0.166, 5.889], [0.667, -0.889, 4.545], [-1.009, -0.383, 4.716], [-0.718, 2.471, 5.384], [-1.713, 1.968, 4.007], [-0.470, 3.218, 3.802], [0.866, 1.788, 2.015], [-1.399, -5.530, 3.922], [-0.672, -4.207, 3.782], [0.711, -4.238, 4.398], [-0.476, -3.882, 2.381], [-1.483, -3.020, 1.527], [-0.640, -2.407, -0.133], [-2.120, -1.342, 2.475], [-2.693, -4.052, 1.442], [-3.939, -3.816, 0.743], [-3.859, -4.429, -0.640], [-5.028, -4.441, 1.592], [-1.477, -5.791, 4.978], [-0.841, -6.316, 3.411], [-2.399, -5.481, 3.497], [-1.257, -3.396, 4.228], [1.325, -4.984, 3.891], [0.645, -4.501, 5.454], [1.193, -3.266, 4.302], [-4.091, -2.735, 0.689], [-3.675, -5.502, -0.557], [-3.051, -3.992, -1.225], [-4.801, -4.278, -1.169], [-4.818, -5.500, 1.747], [-5.991, -4.348, 1.091], [-5.092, -3.950, 2.563]]
}

=====

{
  "formula": "C5H17NO2",
  "method": "ωB97M-V/def2-TZVPD",
  "orbital_gap_ev": 9.89,
  "e_above_lowest_kcal_mol": 30.4,
  "homo_energy_ev": -9.18,
  "multiplicity": 1,
  "smiles": "CC(C)CCN.O.O",
  "lumo_ev": 0.71,
  "charge": 0,
  "symbols": ["C", "C", "C", "C", "C", "N", "H", "H", "H", "H", "H", "H", "H", "H", "H", "H", "H", "H", "H", "H", "H", "O", "H", "H", "O"],
  "xyz": [[-0.002, -0.451, -0.185], [-1.356, -1.100, -0.480], [-2.363, 0.002, -0.951], [-2.879, 0.824, 0.232], [-3.496, -0.583, -1.837], [0.943, -1.472, 0.430], [0.341, -0.230, -1.187], [0.024, 0.333, 0.563], [-1.824, -1.437, 0.451], [-1.259, -1.869, -1.210], [-1.739, 0.673, -1.521], [-2.156, 1.608, 0.435], [-3.860, 1.280, 0.096], [-2.980, 0.240, 1.152], [-3.502, -0.056, -2.791], [-3.165, -1.569, -2.080], [-4.516, -0.543, -1.465], [0.379, -2.194, 0.855], [1.482, -1.855, -0.337], [4.922, 3.822, 0.860], [5.622, 4.143, -0.354], [5.317, 3.345, 0.110], [4.731, -0.765, 2.692], [6.096, -0.860, 3.187], [5.238, -1.286, 3.334]]
}

=====

{
  "formula": "C3H5N3S",
  "method": "ωB97M-V/def2-TZVPD",
  "orbital_gap_ev": 9.48,
  "e_above_lowest_kcal_mol": 130.2,
  "homo_energy_ev": -9.94,
  "multiplicity": 1,
  "lumo_ev": -0.46,
  "charge": 0,
  "symbols": ["C", "C", "C", "N", "N", "N", "S", "H", "H", "H", "H", "H"],
  "xyz": [[-3.021, -0.761, 0.421], [-2.043, -0.658, -0.336], [3.445, -2.136, -0.622], [3.781, -3.127, -0.220], [0.343, 2.356, -0.634], [-0.297, 1.192, 1.527], [-0.708, 2.256, 0.525], [-3.810, -1.113, 0.978], [-1.201, -0.703, -0.865], [2.903, -1.277, -0.946], [0.028, 3.257, -1.160], [0.580, 0.715, 1.331]]
}

=====

{
  "formula": "CH6NOS",
  "method": "ωB97M-V/def2-TZVPD",
  "orbital_gap_ev": 9.58,
  "e_above_lowest_kcal_mol": 22.1,
  "homo_energy_ev": -14.61,
  "multiplicity": 1,
  "lumo_ev": -5.03,
  "charge": 1,
  "symbols": ["C", "N", "O", "S", "H", "H", "H", "H", "H", "H"],
  "xyz": [[2.172, -0.885, -0.200], [-1.834, 0.428, 0.373], [0.298, 0.804, -0.699], [1.812, 0.672, -0.603], [1.614, -1.832, -0.311], [3.245, -0.968, -0.147], [-0.885, 0.790, -0.040], [-2.450, -0.089, -0.246], [-1.456, -0.090, 1.170], [-2.515, 1.169, 0.702]]
}

=====

{
  "formula": "C47H76N10O6",
  "method": "ωB97M-V/def2-TZVPD",
  "orbital_gap_ev": 10.00,
  "homo_energy_ev": -9.88,
  "multiplicity": 1,
  "smiles": "O=C1OCCO1.O=C1OCCO1.c1ccncc1.CCCC#N.CCCC#N.CCCC#N.CCCC#N.CCCC#N.CCCC#N.CCCC#N.CCCC#N.CCCC#N",
  "lumo_ev": 0.11,
  "charge": 0,
  "symbols": ["N", "C", "C", "C", "C", "C", "H", "H", "H", "H", "H", "C", "C", "O", "C", "O", "O", "H", "H", "H", "H", "C", "C", "O", "C", "O", "O", "H", "H", "H", "H", "C", "C", "C", "C", "N", "H", "H", "H", "H", "H", "H", "H", "C", "C", "C", "C", "N", "H", "H", "H", "H", "H", "H", "H", "C", "C", "C", "C", "N", "H", "H", "H", "H", "H", "H", "H", "C", "C", "C", "C", "N", "H", "H", "H", "H", "H", "H", "H", "C", "C", "C", "C", "N", "H", "H", "H", "H", "H", "H", "H", "C", "C", "C", "C", "N", "H", "H", "H", "H", "H", "H", "H", "C", "C", "C", "C", "N", "H", "H", "H", "H", "H", "H", "H", "C", "C", "C", "C", "N", "H", "H", "H", "H", "H", "H", "H", "C", "C", "C", "C", "N", "H", "H", "H", "H", "H", "H", "H"],
  "xyz": [[4.458, 0.460, -2.592], [5.770, 0.402, -2.820], [6.672, -0.018, -1.837], [6.210, -0.270, -0.570], [4.845, -0.164, -0.306], [4.028, 0.246, -1.356], [6.075, 0.619, -3.835], [7.716, -0.119, -2.106], [6.858, -0.638, 0.217], [4.370, -0.512, 0.600], [2.972, 0.226, -1.109], [2.770, 2.903, -4.454], [1.510, 2.007, -4.569], [0.854, 2.563, -5.708], [1.648, 3.444, -6.351], [1.406, 4.013, -7.357], [2.815, 3.602, -5.681], [3.660, 2.303, -4.303], [2.569, 3.636, -3.672], [1.005, 2.103, -3.614], [1.802, 0.976, -4.761], [-1.868, 6.403, -0.973], [-0.843, 6.047, 0.134], [-0.225, 4.870, -0.377], [-0.761, 4.515, -1.546], [-0.375, 3.594, -2.203], [-1.812, 5.275, -1.862], [-1.664, 7.319, -1.519], [-2.870, 6.461, -0.553], [-1.321, 5.842, 1.089], [-0.048, 6.785, 0.237], [2.604, -0.161, 3.122], [3.261, -0.447, 4.469], [4.795, -0.576, 4.370], [5.244, -1.608, 3.443], [5.528, -2.404, 2.665], [1.519, -0.073, 3.239], [2.798, -0.901, 2.344], [2.863, 0.817, 2.698], [2.886, -1.414, 4.814], [2.927, 0.287, 5.198], [5.184, -0.781, 5.369], [5.233, 0.374, 4.056], [3.025, -5.319, 3.568], [2.172, -4.053, 3.522], [0.753, -4.239, 2.963], [0.808, -4.796, 1.607], [0.848, -5.233, 0.550], [3.312, -5.670, 2.577], [2.469, -6.168, 3.986], [3.882, -5.167, 4.220], [2.738, -3.375, 2.876], [2.078, -3.627, 4.521], [0.289, -3.254, 2.908], [0.178, -4.912, 3.597], [-0.871, 1.607, 5.171], [-0.133, 2.883, 4.868], [-1.005, 4.009, 4.277], [-1.516, 3.786, 2.913], [-1.959, 3.647, 1.861], [-1.724, 1.791, 5.825], [-0.288, 0.802, 5.627], [-1.158, 1.090, 4.250], [0.723, 2.741, 4.195], [0.405, 3.344, 5.703], [-0.442, 4.941, 4.273], [-1.879, 4.113, 4.924], [-3.559, 2.070, -0.662], [-5.000, 2.537, -0.939], [-5.467, 3.665, -0.041], [-5.785, 3.213, 1.335], [-6.023, 2.857, 2.400], [-2.765, 2.802, -0.831], [-3.365, 1.287, -1.402], [-3.411, 1.671, 0.341], [-5.623, 1.643, -0.922], [-5.050, 2.869, -1.977], [-6.434, 4.030, -0.405], [-4.808, 4.530, -0.048], [-4.312, 0.698, 2.868], [-4.583, 0.156, 4.279], [-4.262, -1.344, 4.471], [-2.867, -1.693, 4.714], [-1.767, -1.975, 4.889], [-3.254, 0.633, 2.616], [-4.652, 1.733, 2.831], [-4.875, 0.147, 2.114], [-5.636, 0.325, 4.493], [-3.962, 0.682, 5.005], [-4.583, -1.982, 3.642], [-4.851, -1.666, 5.334], [-0.778, -0.893, 1.536], [-0.854, 0.561, 1.141], [0.060, 1.017, 0.008], [-0.311, 0.429, -1.301], [-0.595, 0.051, -2.347], [-1.569, -1.277, 2.177], [0.196, -1.100, 1.984], [-0.835, -1.508, 0.634], [-0.607, 1.163, 2.017], [-1.876, 0.774, 0.819], [1.099, 0.704, 0.125], [-0.061, 2.084, -0.192], [-1.209, -5.897, -3.376], [-2.258, -4.949, -2.771], [-1.566, -3.927, -1.872], [-2.541, -3.237, -1.024], [-3.344, -2.702, -0.401], [-0.806, -6.532, -2.584], [-0.395, -5.341, -3.843], [-1.639, -6.589, -4.100], [-2.963, -5.576, -2.226], [-2.835, -4.447, -3.549], [-0.914, -3.252, -2.423], [-0.942, -4.463, -1.151], [3.919, -4.884, -0.945], [3.966, -3.900, -2.108], [2.676, -3.088, -2.294], [2.162, -2.530, -1.027], [1.767, -2.052, -0.058], [3.896, -4.353, 0.004], [4.778, -5.554, -0.937], [3.035, -5.511, -1.073], [4.216, -4.314, -3.083], [4.700, -3.120, -1.878], [1.831, -3.618, -2.746], [2.742, -2.207, -2.942], [-2.177, 1.312, -6.795], [-2.074, 0.554, -5.482], [-2.660, 1.290, -4.269], [-4.041, 1.749, -4.417], [-5.132, 2.091, -4.518], [-2.097, 0.656, -7.662], [-1.392, 2.058, -6.924], [-3.131, 1.845, -6.826], [-1.016, 0.376, -5.274], [-2.517, -0.440, -5.558], [-2.064, 2.141, -3.937], [-2.723, 0.573, -3.448]]
}

=====

{
  "formula": "C6H11AuCeClN3",
  "method": "ωB97M-V/def2-TZVPD",
  "orbital_gap_ev": [7.16, 6.41],
  "homo_energy_ev": [-7.96, -8.47],
  "multiplicity": 3,
  "lumo_ev": [-0.80, -2.06],
  "charge": 0,
  "s_squared": 2.01,
  "symbols": ["Au", "Cl", "C", "C", "H", "H", "H", "H", "H", "H", "Ce", "C", "C", "H", "H", "H", "H", "H", "N", "C", "N", "C", "N"],
  "xyz": [[-2.831, 0.497, 0.317], [-1.093, 1.027, 1.662], [-3.605, -0.983, 1.323], [-3.433, 2.335, 0.008], [-4.678, -0.951, 1.110], [-3.209, -1.954, 1.014], [-3.455, -0.859, 2.402], [-4.508, 2.260, -0.180], [-2.951, 2.799, -0.855], [-3.272, 2.962, 0.892], [0.122, -0.095, -0.049], [1.585, 1.117, -0.857], [-1.655, -0.082, -1.193], [1.302, 1.309, -1.898], [1.705, 2.042, -0.292], [2.488, 0.487, -0.801], [-1.726, 0.571, -2.005], [-1.822, -1.141, -1.324], [1.754, -0.483, 1.503], [2.757, -0.813, 2.186], [3.784, -1.165, 2.859], [4.773, -1.878, 2.297], [5.666, -2.529, 1.771]]
}

=====

Taking the records one at a time from the top gives E values of -2874.56446, -317.64449, -2918.99945, -405.89404, -679.57780, -569.57565, -2835.43469, -1470.10377 Ha.